(1)
100
Properties=species:S:1:pos:R:3:mulliken_charge:R:1 method="wB97M-V/def2-TZVPD" charge=+2
H -1.8941 -2.6289 -6.0824 0.46
H 1.0642 -1.7697 3.6019 0.27
H 2.1403 -0.5972 4.0374 0.30
H -3.1737 -1.3519 1.1447 0.38
H -2.2794 -2.6875 1.1020 0.33
H -0.1560 6.8748 -1.1321 0.40
C 0.5977 -4.8867 -0.3216 -0.82
H 1.8290 -6.6179 -0.5849 0.42
C -2.8459 1.2398 4.7393 -0.48
N -2.4870 -1.8426 0.5713 -0.69
H 4.6814 2.1949 -0.5557 0.52
O -1.9938 0.5962 2.1301 -0.66
N 2.8149 -1.8584 2.6726 0.14
C 0.3724 5.5078 1.2007 -0.11
H 5.5323 -0.1365 -4.0437 0.48
C 2.2334 -3.6917 -2.2487 -0.82
C -1.2334 -1.8466 -5.7330 -0.77
C -2.2989 -0.5754 6.7444 -0.49
C -3.2506 1.4664 6.0371 -0.49
C 4.3756 1.4570 -1.2862 -0.91
O -4.1651 3.4802 5.4158 -0.61
H -3.0603 1.9680 3.9706 0.76
C 4.8549 0.1479 -3.2493 -0.93
C 0.1010 -0.8647 -3.9875 0.90
C 5.2515 1.0728 -2.2941 -0.66
C -0.7266 3.8046 -2.4534 0.73
Zr -0.5922 -0.3463 0.7406 1.49
C -1.6799 -0.1799 3.0914 1.27
H 4.8916 -2.5304 -0.4224 0.22
O 3.1504 -1.9486 0.4096 0.12
O -0.9236 -1.1676 2.8033 -0.76
C 2.4551 -5.0056 -1.8544 -0.67
C 4.4904 -2.4528 0.5819 -0.98
C 3.1046 0.9036 -1.2254 -0.20
C -0.5940 5.2134 -2.3840 -1.19
C -0.2392 5.7998 -1.2113 -0.88
C 0.5290 3.2839 2.0604 0.21
O -4.3237 2.8886 7.4866 -0.59
C -0.7610 -1.8663 -4.4286 -0.47
C -0.8426 -0.8302 -6.5955 -0.65
H -0.5807 3.4790 -4.5653 0.45
C 1.1950 -2.9704 -1.6718 0.75
C 2.4069 -1.6416 1.4327 0.33
N 2.0396 -1.5794 3.8044 -0.86
N -2.0764 0.6699 -0.7361 0.83
C -1.8679 -0.8509 5.4651 -0.45
H -3.3726 0.8096 -2.4040 0.47
H 3.2576 -5.5754 -2.3043 0.48
H -3.3206 0.7764 8.0742 0.65
C 0.1999 2.7331 0.8503 -0.59
H -1.2055 -0.8187 -7.6144 0.43
Br 0.9077 2.1342 3.5210 -0.17
H 1.1865 0.9183 -4.5223 0.60
H -1.4901 1.4389 -1.1154 -0.24
H -2.1247 -0.4119 -2.5329 -0.14
H -4.5378 -0.5598 -0.6575 0.37
N -3.9815 2.7199 6.3418 1.08
C 0.3766 -3.5778 -0.7220 -0.39
H -1.0441 -2.6813 -3.7694 0.42
O 0.1663 1.4027 0.6565 0.46
H 3.2680 -1.1018 -3.9665 0.43
H 2.4201 1.2085 -0.4411 0.28
H 0.3409 0.9425 -6.8378 0.48
C 0.0249 0.1609 -6.1593 -0.73
O -2.4001 -1.2912 8.9238 -0.59
C 3.5810 -0.4051 -3.1976 -0.94
C -1.1963 3.1618 -3.7223 -1.09
H 4.4662 -3.4400 1.0443 0.37
H -0.0412 -5.3596 0.4138 0.50
H -3.9281 -2.9714 -0.4945 0.45
C 1.6480 -5.5954 -0.8881 -0.84
C -3.1687 -2.2173 -0.7033 -0.57
H -1.3265 -1.7638 5.2633 0.77
H 2.8748 -3.2384 -2.9936 0.39
C 0.0203 4.9961 -0.0741 0.73
C -2.1500 0.0681 4.4592 0.57
N -0.4741 3.0309 -1.4219 0.23
C 0.5002 0.1473 -4.8541 -1.00
C -0.0872 3.6004 -0.2433 0.12
N -1.9950 -1.5506 7.8176 1.07
Sb 0.7939 -0.9083 -1.9905 1.40
H -1.1527 2.0771 -3.6477 -0.14
C -3.8174 -1.0071 -1.3524 -1.23
C 0.6109 4.6708 2.2523 -0.59
C -2.9939 0.5764 7.0632 -0.31
O 1.2816 -1.1273 1.1950 -0.99
H -0.7974 5.8115 -3.2618 0.50
C -2.8357 0.0425 -1.8425 0.13
H -2.2208 3.4661 -3.9468 0.36
H -2.7463 1.1396 -0.1236 0.38
H 5.0854 -1.7510 1.1657 0.39
H -2.4326 -2.6673 -1.3720 0.20
H 0.8716 5.0645 3.2239 0.51
H -4.3998 -1.3512 -2.2083 0.48
H -0.4498 -2.9730 -0.3554 0.40
H 6.2416 1.5062 -2.3437 0.42
H 3.6684 -2.3641 2.8513 0.23
C 2.7112 -0.0358 -2.1775 0.95
O -1.3881 -2.5472 7.4882 -0.61
Br 0.5100 7.3648 1.4797 -0.17



(2)
92
Properties=species:S:1:pos:R:3:mulliken_charge:R:1 method="wB97M-V/def2-TZVPD" multiplicity=4 charge=+2 s_squared=3.76
H -3.7548 -1.8931 -2.7249 0.38
C 5.6019 1.5350 2.4778 -0.97
H -4.3474 2.0834 1.1150 0.27
H -1.7894 2.7358 -6.7242 0.44
H -4.6038 3.5786 2.0317 0.54
C -0.3613 -4.4189 -0.4435 0.48
C 1.3793 3.1623 -1.1048 -0.60
H 0.0139 -1.3007 -4.4921 0.38
H -0.2350 -0.7561 0.5005 -0.64
N 2.6521 3.1196 -0.8191 -0.93
H -2.8922 3.8533 -4.8126 0.49
C 1.4276 2.7343 0.9693 -0.22
C -1.2048 1.6354 4.7591 -1.07
C 0.3914 -0.3664 -4.0689 -1.77
H -0.2288 -2.3387 -1.0427 0.53
C 2.0568 -4.4583 -0.3048 0.02
N -3.2394 -1.4966 -1.9557 -0.14
C 5.9201 -0.8263 2.2322 -1.02
H 0.8370 -3.0235 0.6849 0.81
H 3.7720 3.4212 2.1624 0.53
H 1.1708 2.5423 1.9993 0.67
H 0.3591 0.0579 2.1897 -0.56
H 3.3142 0.2454 0.3329 0.57
H -1.7369 -3.4144 0.8701 0.25
C 3.2880 -3.7847 0.1132 0.28
H 7.1375 0.4256 3.4740 0.43
C -2.2657 2.9859 -4.6472 -1.10
C -3.8494 2.9042 1.6296 -1.19
H 0.8908 -7.1179 -2.0348 0.44
C -2.0807 2.5111 -3.3625 1.11
N 2.6646 2.8460 0.5099 0.87
N -3.6141 -0.2033 0.0645 -0.43
H -1.4839 -1.9786 -2.9466 0.67
Co -1.3558 2.2264 -0.1937 -0.22
N 0.5696 2.9309 -0.0260 -0.10
C -1.0299 1.1127 3.4773 1.39
C -2.3333 -0.3201 0.7786 1.91
C -1.5739 -3.5552 -0.1947 -0.41
H 0.6903 -0.5512 -3.0355 0.29
H -2.4997 -3.8914 -0.6565 0.49
H 1.0146 3.3683 -2.0999 0.60
C -2.9313 2.4225 2.7282 1.69
C -0.3463 -5.5841 -1.1917 -1.15
C 0.8387 -3.8931 0.0318 -0.06
C -1.9206 1.4898 2.4666 -0.92
H 1.3012 -0.1236 -4.6165 0.56
C 3.9299 2.8473 1.2504 -1.28
N -1.7941 0.9944 1.1185 1.66
C -1.2846 1.3733 -3.1739 -0.22
C 4.1368 0.2898 1.0388 0.13
H -3.1466 -2.1008 1.6886 0.63
C -3.0749 2.9272 4.0133 -1.08
C -1.8413 -1.5414 -2.0207 0.96
H -3.3107 3.4948 0.8746 0.14
H 1.0276 0.5436 3.7461 0.56
N -1.2085 -2.2060 -0.7713 0.60
H -0.5217 1.3374 5.5465 0.52
C 4.8349 -0.8745 1.3665 -0.01
C -1.1534 -0.8471 -0.0683 -1.57
C -2.2256 2.5258 5.0339 -0.98
C -1.6462 2.3570 -5.7212 -0.96
N 4.4760 -4.2467 0.1957 -0.45
H -2.3555 2.9153 6.0350 0.45
H -1.2666 -6.0160 -1.5665 0.47
H -1.6941 -1.4713 2.5105 0.26
C -3.9688 -0.7323 -1.0262 -0.75
N 5.2701 -3.1968 0.6619 -0.44
C 4.4850 -2.1931 0.8220 0.53
H -3.2567 -0.6566 2.6809 0.41
C 4.5277 1.4994 1.5905 0.88
C 0.8754 -6.1995 -1.4637 -0.54
H 3.0178 -6.0924 -1.3092 0.55
C 6.2999 0.3834 2.7912 -0.70
C 0.1298 0.1700 3.2489 -1.33
H -2.0066 3.6003 -1.4593 0.40
H -3.4555 2.5699 -1.6599 0.29
C -2.7423 3.2067 -2.1947 -1.41
H -3.8635 3.6412 4.2164 0.46
H -0.0535 -0.8231 3.6662 0.44
H 6.4531 -1.7391 2.4614 0.53
H -3.2729 4.1025 -2.5086 0.55
H -5.0006 -0.6072 -1.3469 0.50
H 5.9035 2.4799 2.9167 0.46
O 3.1978 -2.4748 0.4859 -0.07
H -0.3060 0.8146 -6.3410 0.53
C -0.6087 0.7549 -4.2236 1.19
N -1.1241 0.9508 -1.8115 0.63
H 4.6149 3.4136 0.6229 0.35
C -2.6136 -1.2001 1.9904 -2.14
C -1.2471 -0.2427 -1.4500 -0.83
C -0.8212 1.2711 -5.5043 -0.89
C 2.0717 -5.6340 -1.0525 -0.96



(3)
Formula: C40H40GaN3O4P2
Source: the OMol25 dataset
Level of theory: wB97M-V/def2-TZVPD

XYZ file:
```
90
Properties=species:S:1:pos:R:3:mulliken_charge:R:1
N -0.0649 -2.3699 -0.4849 0.60
O -1.8201 -2.1889 0.8356 -0.69
C -3.3061 -0.5398 -2.1458 -0.06
H 7.2295 -0.3435 0.4080 0.42
C -5.6140 0.0383 2.7324 -0.54
C 3.7149 0.4927 -2.7986 -0.92
C -4.6630 1.0446 2.6879 -0.95
H 3.2964 2.1122 -0.2482 0.56
H -2.3728 -4.1794 2.0962 0.44
H 5.1585 0.7895 -0.2530 0.27
C 3.7392 0.7915 -4.1510 -0.68
H -1.6906 -3.7691 -2.3496 0.01
C -2.4885 -1.2696 -2.9987 -0.20
H -1.4597 -1.4496 -2.7087 0.23
H -0.0227 -0.5851 4.2035 0.48
C 1.1802 2.2457 -0.5229 0.45
C 6.2822 -0.8526 0.5095 -0.84
C 0.0920 -5.1868 -0.0618 -0.72
H -2.3282 -2.2916 -4.8662 0.51
C -0.5278 -0.3674 3.2645 -1.56
H -0.6871 -4.5555 3.7939 0.46
N -0.0218 1.5951 -0.4406 0.91
H 4.9873 -3.7224 1.7115 0.46
C -5.6371 -0.9328 1.7444 -0.87
H 1.8854 -4.9000 -1.0104 0.35
C -5.1180 -0.7751 -3.6988 -0.79
H -0.8175 4.2757 -2.1430 0.56
C -1.9681 -4.7816 -2.0673 -0.98
H -6.3617 -1.7327 1.7895 0.46
O 1.5899 -0.6281 2.2110 -0.50
C -3.7954 0.1411 0.6336 0.20
N 1.0388 -4.4302 -0.7033 0.27
C 1.3911 0.3565 -4.2963 -0.76
H -0.9379 0.6412 3.2728 0.31
H -6.3318 0.0065 3.5390 0.41
C 5.1141 -0.2237 0.1159 -0.61
H -1.3579 -1.0504 3.0949 0.24
C 5.0204 -2.7516 1.2387 -0.95
C 1.0201 3.4097 -1.2331 -1.25
H 2.6047 0.9558 -5.9603 0.38
H -6.1403 -0.5745 -3.9807 0.46
H -4.6909 -1.8814 -5.4787 0.43
C -0.3490 -4.4904 2.7614 -1.18
C 2.3858 1.6260 0.1070 -0.95
C 2.5272 0.1325 -2.1778 1.10
H -4.6391 1.7991 3.4606 0.43
C -0.3426 3.4867 -1.5926 -1.09
C -1.0305 -2.9317 0.2561 -1.09
C 3.8934 -0.8821 0.2183 1.01
H 4.6702 1.0857 -4.6172 0.44
Ga -0.1435 -0.3372 0.0974 2.64
H -4.7530 -1.6406 -0.0733 0.36
C 6.2414 -2.1271 1.0458 -0.53
C 3.8560 -2.1365 0.8179 -0.31
C 0.3921 -0.4586 2.0950 0.36
H -2.5602 -5.9004 -0.3383 0.45
H -1.1524 -5.4560 -2.3226 0.31
C 1.0064 -3.0545 -0.9379 -0.42
H 0.4580 -5.2073 2.6177 0.33
C -4.6255 -0.2843 -2.5038 -0.35
H -3.1650 -4.2316 -0.3629 0.30
C -2.3874 1.9502 -1.1536 -1.41
H 4.6359 0.5364 -2.2411 0.20
H 0.4812 0.3031 -4.8781 0.55
H 2.9024 -2.6184 0.9787 0.28
O 1.9426 -2.5255 -1.5043 -0.66
H -5.2556 0.3004 -1.8500 0.50
H 7.1541 -2.6320 1.3242 0.40
C -1.5093 -4.7841 1.8146 -1.20
H -2.9906 2.5553 -0.4676 0.67
H -2.8433 -5.0637 -2.6496 0.51
P -2.5286 0.1701 -0.6654 1.91
C 1.3711 0.0682 -2.9447 0.41
C -3.7446 1.0869 1.6541 -0.52
C -2.9797 -1.7445 -4.2017 -0.84
H -2.9793 1.8534 1.6396 0.43
H -1.7813 -5.8382 1.8774 0.48
C -1.1568 -4.4357 0.3556 2.69
C 2.5810 0.7231 -4.9042 -0.84
H 2.3488 1.6849 1.2016 0.46
H 0.0405 -3.4867 2.5912 0.15
C -4.7352 -0.8824 0.6970 -0.60
C -2.3068 -4.8689 -0.5844 -1.11
C -4.2991 -1.5053 -4.5459 -0.73
C -0.9465 2.3597 -1.0965 0.15
H 1.7782 4.1254 -1.4874 0.54
H 0.4351 -0.2185 -2.4672 -0.42
H -2.7846 2.0903 -2.1645 0.51
O 0.2466 -6.3686 0.1256 -0.65
P 2.3282 -0.1609 -0.3810 0.30
```



In eV/Å, the max |F| values for the records above are, in order, 0.49, 0.47, 1.28.
In eV, the calculated total energy values for the records above are, in order, -218877.4336, -96689.6429, -125746.6309.